# 1
{"formula": "C3H4O2Sr", "method": "ωB97M-V/def2-TZVPD", "energy_ha": -297.50913, "lumo_ev": [-0.394, -0.106], "molar_mass_g_mol": 159.7, "relative_energy_kcal_mol": 192.8, "gap_ha": [0.235, 0.194], "homo_ev": [-6.779, -5.373], "largest_force_ev_per_a": 4.5, "symbols": ["C", "O", "C", "C", "O", "Sr", "H", "H", "H", "H"], "xyz": [[-1.0110, -0.6766, 1.5214], [0.5084, -0.4206, -1.5875], [0.4103, 0.7798, -0.7720], [0.0890, 0.5100, 0.6028], [0.1181, -0.4545, 2.1855], [-0.5261, -2.4740, -0.8234], [1.3732, -0.4590, -1.9995], [-0.2997, 1.4903, -1.2241], [-1.4336, 0.5251, 0.9542], [0.7715, 1.1796, 1.1427]], "forces_ev_per_angstrom": [[3.648, 2.477, -1.088], [-0.638, -0.905, -0.798], [-0.493, -1.369, 0.763], [-0.564, 1.945, -3.225], [-2.145, -2.758, 1.745], [-0.152, 0.280, 0.448], [0.099, 0.366, 0.018], [0.792, 0.266, -0.009], [1.298, -0.795, 1.074], [-1.844, 0.492, 1.071]], "nbo_charge": [-0.096, -0.901, -0.259, -0.253, -0.556, 0.963, 0.504, 0.190, 0.171, 0.237]}

***

# 2
{"formula": "C3H4CdO2", "method": "ωB97M-V/def2-TZVPD", "energy_ha": -434.17473, "lumo_ev": -11.561, "charge": 2, "molar_mass_g_mol": 184.5, "relative_energy_kcal_mol": 0.0, "gap_ha": 0.393, "homo_ev": -22.257, "largest_force_ev_per_a": 3.9, "symbols": ["O", "Cd", "O", "C", "C", "C", "H", "H", "H", "H"], "xyz": [[2.2182, 0.4522, 0.0412], [0.3029, 0.9481, -0.0960], [4.4818, 0.0163, -0.0321], [3.3487, 0.1606, -0.0391], [-1.4092, -0.8021, 0.2725], [-2.0047, 0.2971, -0.2332], [-1.0558, -1.6059, -0.3801], [-1.3018, -0.9391, 1.3529], [-2.1694, 0.3993, -1.3105], [-2.4108, 1.0736, 0.4244]], "forces_ev_per_angstrom": [[-0.336, -0.250, -0.014], [-2.054, -0.001, -0.122], [-1.536, -0.326, -0.277], [3.858, 0.289, 0.400], [0.902, -0.867, 0.529], [-0.088, 1.537, -0.561], [-0.205, 0.050, 0.164], [-0.162, -0.109, -0.188], [-0.186, -0.058, 0.214], [-0.192, -0.265, -0.146]], "nbo_charge": [-0.784, 1.685, -0.278, 1.119, -0.346, -0.488, 0.269, 0.268, 0.277, 0.276]}

***

Question: Which formula does entry 2 have?
Answer: C3H4CdO2